{
  "formula": "C17H11Cl2F3N4O2",
  "method": "ωB97M-V/def2-TZVPD",
  "lumo_ev": -0.058,
  "orbital_gap_ev": 8.95,
  "multiplicity": 1,
  "e_homo_ev": -9.01,
  "smiles": "O=C(NCc1nc(-c2ccc(C(F)(F)F)cc2)no1)Nc1cc(Cl)cc(Cl)c1",
  "elements": ["Cl", "Cl", "F", "F", "F", "O", "O", "N", "N", "N", "N", "C", "C", "C", "C", "C", "C", "C", "C", "C", "C", "C", "C", "C", "C", "C", "C", "C", "H", "H", "H", "H", "H", "H", "H", "H", "H", "H", "H"],
  "coordinates": [[1.77522, -6.51074, -0.15974], [5.49017, -3.07230, 1.61794], [-5.13852, 2.54611, 4.26557], [-6.13779, 1.33532, 2.79682], [-4.69413, 0.44715, 4.11820], [0.47984, 3.61018, -1.76775], [3.21387, 0.13675, -1.42525], [1.46860, 0.25121, -2.87156], [-0.26436, 1.63323, -1.19467], [-0.47616, 3.81695, -0.82705], [1.89813, -1.71257, -1.77318], [-3.56112, 3.15773, 2.06321], [-1.92691, 2.36198, 0.49417], [3.59841, -2.40189, -0.16056], [-4.94645, 1.54761, 3.39284], [0.56640, 2.28848, -1.94435], [3.57941, -4.68655, 0.64808], [-2.23982, 1.04548, 0.82487], [1.93073, -3.95077, -0.95560], [-3.21049, 0.78355, 1.77128], [1.53127, 1.69122, -2.90772], [-3.86629, 1.84134, 2.38935], [4.12256, -3.41101, 0.62892], [-2.58942, 3.41777, 1.11735], [-0.90206, 2.62549, -0.49713], [2.47929, -4.93635, -0.15582], [2.26865, -0.40017, -1.95066], [2.49189, -2.67331, -0.96032], [1.07301, -4.17570, -1.57084], [4.00006, -5.45935, 1.26925], [-3.45769, -0.23255, 2.03797], [2.54873, 1.98317, -2.62422], [1.32662, 2.05686, -3.91865], [4.03568, -1.41806, -0.16136], [-1.71230, 0.24160, 0.33673], [1.10361, -2.04315, -2.30203], [-2.33090, 4.42951, 0.84973], [0.55140, -0.13162, -3.04739], [-4.07914, 3.96739, 2.55353]],
  "forces_ev_per_angstrom": [[-0.10, -0.21, 0.00], [0.22, 0.06, 0.16], [0.14, 0.24, 0.00], [-0.02, 0.01, -0.19], [0.21, -0.15, -0.03], [0.66, -0.50, -0.69], [0.27, 0.14, 0.28], [-0.16, 0.17, -0.24], [0.35, -0.22, -0.33], [-0.94, 0.29, 0.96], [-0.37, -0.05, -0.25], [-0.05, -0.16, 0.07], [-0.45, -0.01, 0.44], [0.11, 0.14, 0.02], [-0.31, -0.09, 0.11], [-0.59, -0.16, 0.59], [0.03, 0.02, 0.01], [0.06, 0.17, -0.08], [0.06, 0.03, 0.03], [-0.12, 0.17, 0.12], [0.35, 0.07, -0.14], [0.01, -0.02, 0.05], [-0.42, -0.19, -0.28], [0.06, -0.17, -0.08], [0.78, 0.47, -0.76], [0.15, 0.38, -0.01], [-0.26, -0.17, -0.33], [0.27, -0.29, 0.36], [-0.10, -0.05, -0.06], [0.03, -0.07, 0.05], [0.00, -0.08, 0.02], [-0.19, 0.02, -0.14], [0.06, 0.00, 0.12], [0.03, -0.01, 0.03], [0.04, -0.07, -0.03], [0.15, 0.11, 0.06], [0.00, 0.13, 0.00], [0.07, -0.01, 0.09], [-0.03, 0.06, 0.04]]
}